[1]
DFT (the ωB97M-V functional and the def2-TZVPD basis) results for a structure of composition C4H7CuO3 in a non-equilibrium geometry.

Spin multiplicity: 3
LUMO energy (spin up / spin down) in eV: -9.424 / -13.642
Kohn-Sham gap (spin up / spin down) in eV: 8.72 / 5.04
Highest occupied orbital energy (spin up / spin down) in eV: -18.147 / -18.681
Total charge: +2

Element x y z (Å)
H -1.63268 -1.99698 -0.12163
Cu -0.22044 -5.30910 1.36269
O -1.00477 -3.83964 1.63979
C -1.33768 -2.80501 1.07709
O -1.98603 -1.85423 1.66645
C -2.32947 -0.88548 0.67992
H -2.19202 0.11492 1.08714
H -3.28801 -1.08967 0.20465
O 0.65165 -1.61498 0.83333
C 0.77339 -0.87766 1.78985
C 1.96925 -0.03960 2.06902
H -0.06547 -0.76543 2.51339
H 2.74133 -0.15975 1.30214
H 1.64995 1.01197 2.13612
H 2.36112 -0.30906 3.06181

Atom charges from the Löwdin analysis, given in e for atoms 1 to 6:
1. H 0.25
2. Cu 0.84
3. O 0.00
4. C -0.33
5. O -0.03
6. C 0.12



[2]
DFT (the ωB97M-V functional and the def2-TZVPD basis) results for a structure of composition C20H14FN2O2Pt.

LUMO energy in eV: 2.963
Kohn-Sham gap in eV: 7.50
Highest occupied orbital energy in eV: -4.538
Total charge: -1

Element x y z (Å)
Pt 0.43823 -0.10497 -0.82147
O 1.91672 0.79153 -1.81139
C 2.79325 1.55912 -1.23612
C 3.55114 2.40222 -2.08234
C 4.58146 3.17965 -1.61124
C 4.92113 3.15236 -0.25415
C 4.17863 2.37262 0.59923
C 3.09176 1.59030 0.16646
C 2.34607 0.90783 1.19043
N 1.30448 0.19563 0.98462
N 0.59784 -0.30411 2.04617
C -0.50346 -0.88387 1.63893
O -0.87175 -1.01949 0.40411
C -1.41850 -1.43384 2.66217
C -2.39518 -2.35224 2.28321
C -3.27900 -2.86612 3.21871
C -3.21405 -2.45193 4.54251
C -2.24829 -1.52912 4.92297
C -1.35119 -1.02957 3.99300
H 3.28545 2.40816 -3.13174
H 5.12482 3.81873 -2.29755
H 5.75015 3.74029 0.11946
H 4.41529 2.36105 1.65857
H 2.65288 1.03994 2.22933
H -2.44361 -2.64722 1.24351
H -4.02205 -3.59229 2.91310
H -3.91139 -2.84462 5.27229
H -2.19971 -1.19622 5.95286
H -0.59181 -0.31273 4.27552
F -3.80663 -0.67456 -5.28973
C -2.83600 -0.55038 -4.33328
C -2.87479 0.52756 -3.47624
C -1.88106 0.64177 -2.50761
C -0.84800 -0.29528 -2.37786
C -0.86456 -1.36793 -3.27712
C -1.84761 -1.50529 -4.25506
H -3.67293 1.25487 -3.56610
H -1.92052 1.48381 -1.82638
H -0.09327 -2.12669 -3.21408
H -1.85395 -2.33901 -4.94769

Atom charges from the Löwdin analysis, given in e for atoms 1 to 6:
1. Pt 1.17
2. O -0.25
3. C -0.36
4. C -0.03
5. C -0.11
6. C -0.13



[3]
DFT (the ωB97M-V functional and the def2-TZVPD basis) results for a structure of composition C26H73AlF2N7O15S2 in a non-equilibrium geometry.

Spin multiplicity: 2
LUMO energy (spin up / spin down) in eV: -1.176 / -5.082
Kohn-Sham gap (spin up / spin down) in eV: 7.25 / 3.34
Highest occupied orbital energy (spin up / spin down) in eV: -8.421 / -8.421
Total charge: 0

Element x y z (Å)
Al 13.05592 -7.51745 -5.52671
N 13.81201 -6.25897 -3.05607
S 14.04897 -4.88889 -2.40011
O 15.35878 -4.56010 -1.85492
O 12.85812 -4.27997 -1.76627
F 14.02510 -4.03140 -3.72695
S 13.82616 -6.93149 -1.45128
O 12.63621 -6.79694 -0.60646
O 15.13140 -7.14799 -0.85130
F 13.55527 -8.41464 -2.00904
N 13.51920 -3.49678 -6.87263
O 13.49842 -4.67740 -6.59240
O 12.55888 -2.80404 -6.54075
O 14.44979 -2.91791 -7.47425
C 17.37528 -9.28940 -3.22105
C 16.40960 -8.33613 -3.96628
C 16.96151 -6.92347 -4.29586
O 16.11692 -6.13172 -5.16567
C 16.59934 -4.82070 -5.29729
N 15.83664 -9.00649 -5.17030
H 17.55817 -8.96365 -2.19707
H 18.34575 -9.27158 -3.71701
H 17.03146 -10.32309 -3.25813
H 15.59890 -8.04427 -3.29871
H 17.88643 -7.13892 -4.83083
H 17.14702 -6.41288 -3.35089
H 17.43301 -4.92335 -5.99194
H 16.85404 -4.32095 -4.36270
H 15.83325 -4.14584 -5.67908
H 16.47038 -8.98621 -5.95647
H 15.71867 -10.00284 -5.05416
C 11.61779 -12.05913 -4.21146
C 11.53232 -10.58035 -4.37454
C 10.56285 -9.82329 -3.42055
O 10.90796 -8.43493 -3.56700
C 10.28946 -7.60472 -2.64539
N 12.86787 -10.16610 -4.09722
H 10.63742 -12.52188 -4.32466
H 11.85439 -12.27577 -3.16974
H 12.27747 -12.54948 -4.92734
H 11.22894 -10.35349 -5.39658
H 10.90171 -10.07942 -2.41672
H 9.51737 -10.07205 -3.60273
H 10.41870 -7.90097 -1.60441
H 9.23437 -7.40453 -2.83194
H 10.76137 -6.62550 -2.72621
H 13.44155 -10.79741 -4.63799
H 13.08210 -10.44703 -3.15102
C 13.10889 -4.31891 1.91870
C 14.27066 -3.44595 1.58125
C 13.86930 -2.05810 1.02509
O 14.99666 -1.23158 0.72761
C 15.73749 -1.60203 -0.39415
N 14.96328 -3.27082 2.83998
H 13.48182 -5.31331 2.16410
H 12.58851 -4.53389 0.98537
H 12.38923 -3.91470 2.63059
H 14.85451 -3.97511 0.82811
H 13.14538 -1.59194 1.69348
H 13.25132 -2.13654 0.13064
H 15.09043 -1.68109 -1.26774
H 16.29613 -2.51447 -0.18564
H 16.48885 -0.84582 -0.62158
H 15.72023 -2.60839 2.74887
H 14.26894 -2.83545 3.43028
C 9.03399 -4.47491 -1.04748
C 9.35543 -2.95923 -1.32789
C 9.93669 -2.18266 -0.13980
O 9.00197 -2.01583 0.95833
C 9.59667 -1.35908 2.11673
N 10.24347 -2.95206 -2.47064
H 8.17531 -4.52425 -0.37791
H 9.87959 -5.02574 -0.63561
H 8.73340 -5.00261 -1.95262
H 8.39325 -2.49997 -1.55459
H 10.07207 -1.19320 -0.57652
H 10.93970 -2.48871 0.15752
H 8.82755 -1.24828 2.88111
H 10.05037 -0.42563 1.78365
H 10.37168 -2.01580 2.51195
H 10.39392 -1.98372 -2.71514
H 11.13694 -3.35568 -2.22795
C 19.13198 -5.30203 3.60842
C 17.77442 -4.92886 3.02862
C 17.49817 -5.70693 1.71766
O 18.64946 -5.53610 0.87514
C 18.57296 -5.84048 -0.49301
N 16.80838 -5.18160 4.07793
H 19.84531 -4.86710 2.90835
H 19.25696 -6.37542 3.75099
H 19.29157 -4.90852 4.61231
H 17.74033 -3.87364 2.75763
H 16.58391 -5.27325 1.31251
H 17.25082 -6.76332 1.82239
H 19.53252 -5.82485 -1.00984
H 17.98846 -5.09577 -1.03325
H 18.07292 -6.80035 -0.62231
H 17.08875 -4.49037 4.75887
H 15.95110 -4.80508 3.69922
C 15.65341 -10.85316 -0.21864
C 14.42083 -11.50550 -0.84015
O 14.74927 -11.66063 -2.23024
H 15.57469 -10.84610 0.86849
H 15.75671 -9.83962 -0.60616
H 16.58356 -11.37659 -0.43985
H 13.51497 -10.91072 -0.72278
H 14.23221 -12.48188 -0.39384
H 15.25848 -12.47074 -2.30800
C 10.71946 -9.17112 1.35135
C 10.28302 -8.83375 2.77185
O 9.22001 -9.69446 3.25819
H 10.09020 -8.68195 0.60782
H 10.78329 -10.22764 1.09097
H 11.70192 -8.76262 1.11468
H 9.98385 -7.79706 2.92642
H 11.14819 -8.99117 3.41590
H 8.40156 -9.24954 3.02625
C 15.24475 -0.05945 -3.89559
C 14.97533 -1.04864 -4.92256
O 16.01591 -1.09478 -5.84974
H 16.26669 -0.23232 -3.55817
H 14.60901 -0.01261 -3.01142
H 15.22340 0.92415 -4.36482
H 14.08740 -0.69436 -5.44618
H 14.75526 -2.03681 -4.51857
H 15.66007 -1.75702 -6.44675

Atom charges from the Löwdin analysis, given in e for atoms 1 to 6:
1. Al 0.99
2. N -0.25
3. S 0.39
4. O -0.27
5. O -0.31
6. F -0.19



[4]
DFT (the ωB97M-V functional and the def2-TZVPD basis) results for the molecule C2H4O2Si in a non-equilibrium geometry.

Spin multiplicity: 3
LUMO energy (spin up / spin down) in eV: 0.942 / -3.231
Kohn-Sham gap (spin up / spin down) in eV: 6.92 / 6.74
Highest occupied orbital energy (spin up / spin down) in eV: -5.974 / -9.971
Total charge: 0

Element x y z (Å)
C 0.13141 0.48512 -0.68972
C -0.32617 -0.80552 0.01284
O 0.71437 1.29305 0.27339
O -0.21171 -0.52719 1.42173
Si 0.64664 0.91279 1.85621
H -0.70580 1.15676 -1.07105
H 0.64418 0.29361 -1.61469
H 0.46453 -1.55610 -0.06809
H -1.35746 -1.25251 -0.12062

Atom charges from the Löwdin analysis, given in e for atoms 1 to 6:
1. C -0.26
2. C -0.20
3. O -0.35
4. O -0.38
5. Si 0.70
6. H 0.14



[5]
DFT (the ωB97M-V functional and the def2-TZVPD basis) results for a cluster of 8 separate species, C27H40Cl21N3O4 in total in a non-equilibrium geometry.

LUMO energy in eV: -1.253
Kohn-Sham gap in eV: 7.77
SMILES: CCCCCCCCC1=C(NCC)C(=O)C(CON=O)=C(CCCN)C1=O.ClC(Cl)Cl.ClC(Cl)Cl.ClC(Cl)Cl.ClC(Cl)Cl.ClC(Cl)Cl.ClC(Cl)Cl.ClC(Cl)Cl
Highest occupied orbital energy in eV: -9.022
Total charge: 0

Element x y z (Å)
C 0.36388 2.03286 4.43684
C -0.78874 2.96663 3.95006
C -0.77312 2.95276 2.41087
C 0.18341 3.99181 1.81711
C -0.08474 4.15690 0.30561
C 1.21735 4.16207 -0.50445
C 0.93758 4.28808 -2.01142
C 1.06582 2.97380 -2.81363
C 0.57488 1.77722 -2.06955
C 1.37248 0.97259 -1.34008
N 2.75935 1.11717 -1.15962
C 3.58820 0.74550 -2.32396
C 3.10818 -0.45857 -3.12091
C 0.75859 -0.21180 -0.67315
O 1.43107 -1.18438 -0.32275
C -0.70248 -0.18634 -0.39272
C -1.20007 -1.08206 0.69774
O -1.49277 -0.27369 1.83876
N -2.17654 -1.04774 2.79920
O -1.86343 -0.74614 3.87547
C -1.51750 0.61943 -1.11037
C -2.99374 0.68201 -0.81306
C -3.87127 1.51425 -1.75037
C -5.30732 1.43155 -1.23959
N -6.26559 1.94081 -2.23500
C -0.87821 1.43434 -2.19373
O -1.49502 1.80636 -3.19050
H -0.07074 1.08758 4.74109
H 1.03678 1.89882 3.59575
H 0.92214 2.47585 5.25421
H -1.74541 2.55937 4.26445
H -0.63926 3.97689 4.31740
H -0.43976 1.96663 2.08699
H -1.76640 3.09664 1.98426
H 1.20368 3.64119 1.95348
H 0.02198 4.95807 2.28929
H -0.61522 5.07935 0.08242
H -0.67496 3.30707 -0.04659
H 1.78914 5.04369 -0.21061
H 1.82801 3.29753 -0.26457
H 1.66579 4.98090 -2.42901
H -0.03978 4.73894 -2.17043
H 2.07611 2.86265 -3.18812
H 0.43230 3.07885 -3.69373
H 3.00293 0.49512 -0.39899
H 4.57148 0.50016 -1.92647
H 3.75409 1.59055 -2.98696
H 3.82124 -0.62056 -3.92923
H 2.14765 -0.29331 -3.60193
H 3.11318 -1.35681 -2.51342
H -2.07539 -1.65342 0.38747
H -0.42483 -1.80974 0.92981
H -3.36902 -0.33808 -0.78861
H -3.15100 1.08075 0.18979
H -3.87646 1.09483 -2.74609
H -3.60553 2.56602 -1.74930
H -5.56439 0.40169 -0.97153
H -5.43105 2.02160 -0.33172
H -7.02689 2.42453 -1.77987
H -6.71104 1.17305 -2.71654
Cl -4.37155 -3.72246 -4.35063
C -4.00950 -2.00720 -4.51742
Cl -5.48641 -1.04832 -4.59045
Cl -2.97187 -1.48168 -3.18625
H -3.46801 -1.85847 -5.44194
Cl 6.38578 -2.41630 -1.82178
C 5.30016 -3.80644 -1.87479
Cl 4.96828 -4.28401 -3.54207
Cl 5.99171 -5.14275 -0.95632
H 4.36510 -3.52446 -1.41026
Cl -4.96928 -6.62108 -3.13679
C -6.55849 -6.53649 -2.37168
Cl -7.48609 -5.16707 -2.98356
Cl -7.44389 -8.04460 -2.60319
H -6.41020 -6.39394 -1.31001
Cl -1.61607 4.96902 7.46232
C -0.26369 5.95673 6.90865
Cl 1.12774 4.94671 6.51612
Cl -0.73533 6.93716 5.51873
H 0.01854 6.62380 7.71146
Cl 5.49196 -4.24661 2.60585
C 3.78329 -4.22291 2.16535
Cl 2.77906 -4.14760 3.61515
Cl 3.38049 -2.88665 1.08187
H 3.55761 -5.14691 1.64961
Cl -1.45177 -6.75743 -4.18780
C -0.70864 -6.17954 -2.69521
Cl -1.17620 -4.50806 -2.37470
Cl -1.13517 -7.22194 -1.33752
H 0.36517 -6.21113 -2.82061
Cl 9.96585 -2.54739 5.11544
C 8.53878 -3.57584 5.24503
Cl 7.09000 -2.60661 5.50227
Cl 8.37568 -4.59928 3.81313
H 8.66727 -4.22204 6.10246

Atom charges from the Löwdin analysis, given in e for atoms 1 to 6:
1. C -0.09
2. C -0.23
3. C -0.24
4. C -0.19
5. C -0.19
6. C -0.20



[6]
DFT (the ωB97M-V functional and the def2-TZVPD basis) results for the molecule C4H7NO.

LUMO energy in eV: 1.019
Kohn-Sham gap in eV: 10.84
SMILES: CC(=O)[C@H]1CN1
Highest occupied orbital energy in eV: -9.816
Total charge: 0

Element x y z (Å)
C 1.97761 -0.06003 0.35157
C 0.56383 0.45709 0.26958
O 0.27864 1.61442 0.51075
C -0.48073 -0.49584 -0.23201
C -1.89525 -0.18138 0.10238
N -1.40391 0.04057 -1.24004
H 2.36081 -0.15202 -0.67296
H 2.02316 -1.05656 0.80190
H 2.60453 0.64186 0.90412
H -0.17545 -1.52814 -0.39025
H -2.05468 0.68630 0.73815
H -2.60408 -0.99798 0.21304
H -1.19449 1.03170 -1.35621

Atom charges from the Löwdin analysis, given in e for atoms 1 to 6:
1. C -0.01
2. C -0.42
3. O 0.07
4. C -0.25
5. C -0.14
6. N 0.04



| no. | E_tot (eV) |
| --- | --- |
| 1 | -55017.0800 |
| 2 | -34008.7457 |
| 3 | -102978.4432 |
| 4 | -14107.7914 |
| 5 | -304275.0975 |
| 6 | -7797.9655 |